# 1
# ClH2NOS2

2 unconnected molecules or ions with the total composition ClH2NOS2 in a non-equilibrium geometry (wB97M-V/def2-TZVPD, OMol25).

Values from the calculation:
- 2S+1 = 1
- relative energy (zero: lowest compared OMol25 entry of this formula, charge and spin) (kcal per mole) = 26.1
- orbital gap (eV) = 8.478
- net charge = 0

Structure (XYZ):
```
7
ClH2NOS2 | OMol25 | wB97M-V/def2-TZVPD
N 1.29 4.12 1.51
O 0.91 2.45 -0.39
S 0.05 -0.95 0.84
S 1.58 3.64 0.08
Cl 0.20 3.43 2.57
H 1.19 -0.31 0.94
H -0.35 0.12 1.47
```

Atomic partial charges in e from the natural (NBO) method, atoms 1 to 2: -0.80, -0.85


# 2
# H80O40

40 unconnected molecules or ions with the total composition H80O40 in a non-equilibrium geometry (wB97M-V/def2-TZVPD, OMol25).

Values from the calculation:
- 2S+1 = 1
- relative energy (zero: lowest compared OMol25 entry of this formula, charge and spin) (kcal per mole) = 214.7
- orbital gap (eV) = 9.196
- net charge = 0

Structure (XYZ):
```
120
H80O40 | OMol25 | wB97M-V/def2-TZVPD
H -0.96 -0.37 5.51
H -0.45 0.59 4.31
O -1.18 0.22 4.78
H -5.36 3.85 -0.06
H -4.33 3.41 1.11
O -4.74 3.24 0.29
H 0.86 2.45 3.60
H 0.51 3.28 4.71
O 0.13 2.46 4.25
H -3.00 -1.51 3.82
H -2.71 -0.64 2.50
O -2.90 -1.50 2.88
H 1.43 -5.60 -3.34
H 2.34 -4.61 -2.72
O 1.83 -5.39 -2.49
H 0.02 0.20 -2.47
O -0.74 0.53 -1.93
H 0.75 4.47 -1.50
O -0.20 4.51 -1.31
H -0.13 -5.62 1.75
H 0.02 -4.10 2.06
O -0.55 -4.84 1.86
H 2.87 -4.01 1.37
H 3.42 -2.75 1.57
O 3.71 -3.67 1.71
H -0.78 -3.78 5.62
H -0.24 -4.75 4.60
O -0.31 -3.82 4.81
H -0.82 3.99 -5.65
H -0.02 3.17 -4.69
O -0.05 3.41 -5.64
H 3.19 4.22 -0.53
O 3.43 4.10 0.38
H -5.17 0.95 3.00
H -4.27 1.91 2.23
O -4.89 1.87 2.99
H 2.82 0.77 3.48
H 1.44 -0.06 3.70
O 2.00 0.66 3.97
H 1.47 -0.99 5.98
H 0.80 -2.32 5.72
O 0.66 -1.47 6.19
H 6.47 -2.35 1.56
H 6.86 -0.92 1.36
O 6.14 -1.53 1.17
H 2.00 -0.22 -2.74
H 1.76 1.13 -3.76
O 1.54 0.62 -2.92
H 1.48 -3.45 -3.80
H 0.68 -2.58 -2.72
O 0.92 -2.67 -3.63
H 1.18 2.54 -2.74
O 1.52 3.11 -3.46
H 4.86 2.38 3.41
H 4.34 3.14 2.19
O 4.30 2.26 2.64
H 3.02 4.95 3.25
O 3.23 5.63 2.66
H -0.01 6.12 1.83
H 0.71 4.84 1.18
O 0.80 5.76 1.45
H 4.19 1.69 -4.59
H 3.08 2.10 -5.66
O 3.57 2.35 -4.86
H -2.86 -2.71 0.92
H -2.50 -4.25 1.25
O -3.10 -3.63 0.83
H -4.52 -0.84 -0.80
H -5.30 0.47 -0.56
O -5.28 -0.33 -1.11
H 1.33 -1.56 1.85
H -0.04 -1.85 1.53
O 0.53 -1.61 2.31
H -1.93 -3.52 -3.07
H -3.20 -2.70 -2.85
O -2.70 -3.17 -3.50
H 0.10 -3.78 0.42
H 0.69 -4.64 -0.74
O 0.88 -3.87 -0.19
H 2.50 -1.71 -3.41
H 3.32 -1.07 -4.55
O 3.38 -1.36 -3.63
H -1.43 -0.46 -4.53
H -2.75 0.17 -4.90
O -1.82 0.43 -4.75
H -2.64 -4.85 -1.68
H -1.84 -5.74 -0.71
O -1.76 -5.18 -1.47
H 3.15 1.03 -0.85
O 3.07 0.62 0.02
H 1.49 -0.55 -5.27
H 1.07 0.91 -5.51
O 1.78 0.30 -5.62
H 2.38 2.56 -3.60
H -1.45 0.81 -2.51
H 2.37 5.69 2.20
H -0.47 5.43 -1.14
H 2.69 3.84 1.01
H 2.36 -0.04 -0.04
O -4.16 -0.49 -3.68
H -4.98 -0.59 -3.14
H -4.18 -1.35 -4.15
O -1.53 4.19 2.23
H -2.16 4.31 1.51
H -1.62 3.25 2.33
O -1.26 0.46 1.88
H -0.51 0.29 2.49
H -1.56 1.27 2.32
O -0.96 2.36 0.17
H -1.02 1.40 0.23
H -1.02 2.80 -0.68
O 1.49 2.65 1.03
H 0.52 2.84 0.71
H 2.17 2.12 0.57
O -0.77 -1.33 0.12
H -1.72 -1.27 0.25
H -0.58 -0.43 -0.16
O -5.53 -4.44 -0.03
H -4.81 -4.71 0.51
H -5.81 -3.55 -0.08
```

Atomic partial charges in e from the Mulliken method, atoms 1 to 2: 0.29, -0.01


# 3
# C8H6Cl2FeLuN2O3

A molecular structure, C8H6Cl2FeLuN2O3 in a non-equilibrium geometry (wB97M-V/def2-TZVPD, OMol25).

Values from the calculation:
- 2S+1 = 6
- relative energy (zero: lowest compared OMol25 entry of this formula, charge and spin) (kcal per mole) = 32.7
- orbital gap (spin up / spin down) (eV) = 8.206 / 6.282
- net charge = +4

Structure (XYZ):
```
23
C8H6Cl2FeLuN2O3 | OMol25 | wB97M-V/def2-TZVPD
Fe 0.61 -0.93 -4.68
Lu 0.04 1.98 -0.65
Cl -0.16 -1.99 -2.94
Cl -1.46 3.74 -1.24
C 2.29 2.33 -0.48
C 1.38 -1.35 -6.28
C 1.02 0.78 -4.61
O 3.32 2.83 -0.37
O 1.86 -1.97 -7.16
O 1.24 1.98 -4.64
N -1.47 -1.51 4.24
C -0.97 -0.85 3.12
C -0.02 -1.51 2.33
C 0.41 -0.93 1.14
N 0.00 0.40 0.92
C -1.04 1.00 1.59
C -1.50 0.43 2.78
H -1.04 -2.37 4.54
H -2.10 -1.04 4.92
H 0.36 -2.54 2.59
H 0.98 -1.38 0.38
H -1.47 1.94 1.14
H -2.29 0.94 3.37
```

Atomic partial charges in e from the natural (NBO) method, atoms 1 to 2: 1.22, 2.09


# 4
# C6H15N4O

A molecular structure, C6H15N4O in a non-equilibrium geometry (wB97M-V/def2-TZVPD, OMol25).

Values from the calculation:
- 2S+1 = 1
- relative energy (zero: lowest compared OMol25 entry of this formula, charge and spin) (kcal per mole) = 61.0
- orbital gap (eV) = 8.760
- net charge = +1

Structure (XYZ):
```
26
C6H15N4O | OMol25 | wB97M-V/def2-TZVPD
C 0.13 2.18 0.50
C -0.60 0.78 2.31
C -1.25 -0.05 -0.95
C 0.71 0.78 0.21
C 0.46 -0.05 1.56
C -0.94 -1.54 0.37
N -0.39 2.12 1.80
N -1.39 -2.76 0.12
N 1.82 -1.15 -2.89
N 0.06 0.33 -0.99
O 0.08 -1.39 1.20
H 0.94 3.07 0.45
H -0.59 2.22 -0.26
H -1.66 0.59 2.08
H -0.51 0.77 3.31
H -1.60 -0.60 -1.84
H -1.75 0.67 -0.33
H 1.72 1.00 0.01
H 1.38 -0.12 2.00
H -0.18 2.92 2.33
H -1.44 -3.57 0.70
H -1.97 -2.87 -0.73
H 1.99 -0.15 -2.99
H 2.75 -1.52 -2.73
H 1.48 -1.47 -3.77
H 0.74 -0.17 -1.48
```

Atomic partial charges in e from the natural (NBO) method, atoms 1 to 2: -0.20, -0.24


# 5
# C23H22F3N2O2S2

2 unconnected molecules or ions with the total composition C23H22F3N2O2S2 in a non-equilibrium geometry (wB97M-V/def2-TZVPD, OMol25).

Values from the calculation:
- 2S+1 = 1
- orbital gap (eV) = 5.504
- net charge = -1

Structure (XYZ):
```
54
C23H22F3N2O2S2 | OMol25 | wB97M-V/def2-TZVPD
C -2.25 5.67 -5.00
C -2.64 4.78 -3.85
C -2.32 3.42 -3.86
C -2.70 2.58 -2.81
C -3.40 3.13 -1.72
S -4.07 2.10 -0.43
N -2.87 2.17 0.76
C -2.82 1.35 1.75
C -2.11 1.77 2.96
C -2.32 1.18 4.23
C -1.61 1.63 5.33
C -0.65 2.66 5.19
N 0.20 3.00 6.26
C 1.37 2.19 6.57
C -0.19 3.93 7.30
C -0.50 3.30 3.94
C -1.23 2.86 2.85
O -5.24 2.77 0.08
O -4.18 0.76 -0.94
C -3.71 4.49 -1.69
C -3.32 5.31 -2.74
H -2.59 6.69 -4.82
H -1.17 5.68 -5.14
H -2.70 5.32 -5.94
H -1.78 3.01 -4.72
H -2.48 1.52 -2.83
H -3.37 0.40 1.79
H -3.05 0.38 4.32
H -1.77 1.20 6.33
H 1.54 1.48 5.76
H 2.25 2.85 6.67
H 1.23 1.65 7.51
H -1.11 4.45 7.00
H -0.35 3.42 8.25
H 0.61 4.68 7.44
H 0.21 4.13 3.85
H -1.14 3.35 1.88
H -4.27 4.90 -0.85
H -3.56 6.38 -2.72
F -5.96 -1.86 -2.58
C -5.03 -2.22 -3.50
F -5.24 -3.54 -3.81
F -5.29 -1.50 -4.64
C -3.61 -2.00 -3.03
C -2.62 -2.04 -4.00
C -1.28 -1.88 -3.61
C -0.97 -1.55 -2.30
C -1.99 -1.47 -1.30
S -1.63 -1.03 0.27
C -3.33 -1.79 -1.69
H -2.89 -2.22 -5.04
H -0.50 -2.00 -4.35
H 0.05 -1.33 -2.00
H -4.11 -1.82 -0.95
```

Atomic partial charges in e from the natural (NBO) method, atoms 1 to 2: -0.63, -0.01


# 6
# C38H35ClInN2Si2

A molecular structure, C38H35ClInN2Si2 in a non-equilibrium geometry (wB97M-V/def2-TZVPD, OMol25).

Values from the calculation:
- 2S+1 = 1
- relative energy (zero: lowest compared OMol25 entry of this formula, charge and spin) (kcal per mole) = 0.0
- orbital gap (eV) = 6.341
- net charge = +1

Structure (XYZ):
```
79
C38H35ClInN2Si2 | OMol25 | wB97M-V/def2-TZVPD
C 1.30 -0.75 0.98
C 2.17 -0.06 0.10
C 1.88 1.33 0.19
H 2.99 -0.50 -0.47
C 0.82 1.50 1.12
C 0.45 0.20 1.62
H -0.21 0.02 2.46
H 1.34 -1.82 1.21
H 2.41 2.14 -0.32
H 0.40 2.45 1.47
In -1.18 0.38 -0.54
Si -3.84 5.21 -3.99
C -3.61 5.25 -5.83
C -4.61 5.54 -6.78
H -5.64 5.67 -6.45
C -4.26 5.69 -8.13
H -5.03 5.96 -8.86
C -2.95 5.48 -8.55
H -2.68 5.58 -9.61
C -1.96 5.17 -7.61
H -0.92 5.02 -7.92
C -2.28 5.08 -6.26
H -1.50 4.88 -5.53
C -4.13 6.94 -3.43
C -3.41 7.93 -4.11
H -2.94 7.71 -5.07
C -3.25 9.19 -3.53
H -2.64 9.94 -4.04
C -3.84 9.48 -2.30
H -3.67 10.45 -1.82
C -4.66 8.52 -1.68
H -5.16 8.77 -0.74
C -4.82 7.25 -2.24
H -5.44 6.49 -1.76
H -2.53 4.95 -3.37
Si -1.49 2.52 -1.96
C -0.99 4.04 -1.01
C -0.02 4.92 -1.53
H 0.30 4.81 -2.58
C 0.57 5.89 -0.72
H 1.36 6.52 -1.13
C 0.17 6.03 0.62
H 0.63 6.79 1.25
C -0.82 5.18 1.13
H -1.12 5.27 2.18
C -1.41 4.20 0.32
H -2.18 3.55 0.74
C -0.38 2.34 -3.44
C 0.97 2.04 -3.21
H 1.34 1.90 -2.19
C 1.87 1.95 -4.27
H 2.92 1.70 -4.06
C 1.44 2.18 -5.57
H 2.15 2.13 -6.41
C 0.09 2.48 -5.82
H -0.26 2.69 -6.83
C -0.83 2.52 -4.76
H -1.88 2.72 -4.95
H -4.78 4.17 -3.54
Cl -3.47 2.21 -2.40
N -0.13 -1.52 -1.79
C -0.56 -2.77 -1.21
C -0.12 -3.98 -1.72
C -0.43 -5.18 -1.05
C -1.13 -5.14 0.15
C -1.56 -3.91 0.72
C -2.07 -3.79 2.03
C -2.35 -2.54 2.55
C -2.21 -1.42 1.74
N -1.72 -1.51 0.49
C -1.35 -2.72 -0.04
H 0.82 -1.25 -1.53
H -0.16 -1.54 -2.82
H 0.50 -3.97 -2.62
H -0.11 -6.12 -1.48
H -1.35 -6.05 0.69
H -2.19 -4.69 2.62
H -2.68 -2.38 3.58
H -2.47 -0.42 2.10
```

Atomic partial charges in e from the Mulliken method, atoms 1 to 2: -0.55, -1.08


# 7
# C23H22N4O2S

C23H22N4O2S in the gas phase in a non-equilibrium geometry (wB97M-V/def2-TZVPD, OMol25).

Values from the calculation:
- SMILES = C[C@@H](c1nccs1)N(C)C(=O)CCc1nnc(-c2ccc(-c3ccccc3)cc2)o1
- 2S+1 = 1
- relative energy (zero: lowest compared OMol25 entry of this formula, charge and spin) (kcal per mole) = 2.5
- orbital gap (eV) = 8.658
- net charge = 0

Structure (XYZ):
```
52
C23H22N4O2S | OMol25 | wB97M-V/def2-TZVPD
C 6.31 1.37 3.42
C 5.39 0.16 3.24
C 5.40 -0.72 4.45
N 5.33 -0.29 5.67
C 5.32 -1.31 6.56
C 5.37 -2.55 6.02
S 5.44 -2.46 4.31
N 4.02 0.57 2.95
C 3.33 1.37 3.93
C 3.48 0.22 1.75
O 4.10 -0.45 0.94
C 2.07 0.72 1.49
C 1.62 0.32 0.09
C 0.20 0.68 -0.12
N -0.57 1.36 0.67
N -1.78 1.44 0.09
C -1.70 0.81 -1.04
C -2.75 0.62 -2.01
C -2.53 -0.10 -3.18
C -3.55 -0.28 -4.09
C -4.82 0.24 -3.85
C -5.91 0.03 -4.81
C -7.20 -0.28 -4.37
C -8.22 -0.49 -5.27
C -7.98 -0.38 -6.63
C -6.71 -0.08 -7.08
C -5.68 0.12 -6.18
C -5.04 0.96 -2.67
C -4.02 1.15 -1.76
O -0.45 0.30 -1.24
H 7.34 1.02 3.51
H 6.24 2.02 2.56
H 6.05 1.92 4.32
H 5.71 -0.42 2.37
H 5.27 -1.07 7.61
H 5.37 -3.50 6.52
H 2.31 1.00 4.10
H 3.27 2.42 3.63
H 3.87 1.30 4.87
H 1.39 0.28 2.23
H 2.02 1.80 1.61
H 2.24 0.81 -0.66
H 1.74 -0.75 -0.05
H -1.55 -0.52 -3.37
H -3.37 -0.86 -4.99
H -7.39 -0.38 -3.31
H -9.21 -0.73 -4.92
H -8.78 -0.54 -7.34
H -6.52 0.01 -8.14
H -4.69 0.38 -6.53
H -6.01 1.38 -2.48
H -4.18 1.71 -0.85
```

Atomic partial charges in e from the natural (NBO) method, atoms 1 to 2: -0.61, -0.11


# 8
# C3H10O

2 unconnected molecules or ions with the total composition C3H10O in a non-equilibrium geometry (wB97M-V/def2-TZVPD, OMol25).

Values from the calculation:
- SMILES = CC.CO
- 2S+1 = 1
- relative energy (zero: lowest compared OMol25 entry of this formula, charge and spin) (kcal per mole) = 16.0
- orbital gap (eV) = 11.362
- net charge = 0

Structure (XYZ):
```
14
C3H10O | OMol25 | wB97M-V/def2-TZVPD
C -0.04 1.10 -1.23
C -1.57 1.27 -1.10
H 0.42 1.62 -0.39
H 0.31 0.08 -1.17
H 0.33 1.49 -2.18
H -1.80 2.10 -0.44
H -2.00 1.53 -2.06
H -2.02 0.38 -0.68
C 1.12 -1.29 1.79
O 0.67 -1.99 0.61
H 2.20 -1.35 1.95
H 0.62 -1.75 2.65
H 0.71 -0.30 1.67
H 1.05 -2.88 0.59
```

Atomic partial charges in e from the natural (NBO) method, atoms 1 to 2: -0.62, -0.61


# 9
# C29H39CoN6O5SSeSiTe

A molecular structure, C29H39CoN6O5SSeSiTe (wB97M-V/def2-TZVPD, OMol25).

Values from the calculation:
- 2S+1 = 1
- relative energy (zero: lowest compared OMol25 entry of this formula, charge and spin) (kcal per mole) = 0.0
- orbital gap (eV) = 5.800
- net charge = -2

Structure (XYZ):
```
84
C29H39CoN6O5SSeSiTe | OMol25 | wB97M-V/def2-TZVPD
Co -3.30 0.44 -0.86
N -4.53 -3.97 -3.45
N -3.87 -2.78 -3.14
N -2.82 -2.35 -3.81
C -2.56 -1.22 -3.17
N -3.45 -1.01 -2.19
N -4.27 -2.01 -2.17
H -3.92 -4.72 -3.14
H -5.35 -3.97 -2.84
H -1.76 -0.54 -3.39
C -3.18 1.29 3.36
Si -3.93 -0.36 2.90
C -5.80 -0.34 3.17
C -3.24 -1.65 4.11
Se -3.33 -1.18 0.89
H -3.44 1.54 4.40
H -3.53 2.07 2.70
H -2.09 1.23 3.28
H -6.04 -0.14 4.22
H -6.21 -1.32 2.90
H -6.25 0.42 2.54
H -3.63 -1.48 5.12
H -2.15 -1.59 4.15
H -3.50 -2.66 3.80
O -5.19 0.94 -0.87
S -4.95 2.22 -0.07
O -5.13 3.40 -0.87
O -3.46 1.99 0.26
O -5.74 2.22 1.16
C 5.95 -0.82 4.29
C 4.72 -0.61 3.45
C 4.11 -1.67 2.79
C 2.97 -1.48 2.01
C 2.37 -2.69 1.33
C 2.39 -0.21 1.85
Te 0.45 0.11 0.76
N -1.37 0.49 -0.89
C -1.44 1.44 -1.76
O -2.52 1.55 -2.48
C -0.39 2.51 -1.85
C -0.19 3.36 -0.77
C 0.75 4.38 -0.84
C 1.49 4.56 -2.00
C 1.28 3.73 -3.09
C 0.33 2.72 -3.02
C 1.36 -0.55 -1.05
C 0.83 -1.65 -1.74
C -0.36 -2.44 -1.26
C 1.42 -2.06 -2.94
C 2.52 -1.41 -3.48
C 3.14 -1.86 -4.77
C 3.02 -0.31 -2.79
C 2.46 0.13 -1.60
C 3.06 1.34 -0.93
C 3.01 0.86 2.53
C 2.52 2.29 2.45
C 4.15 0.65 3.31
H 6.20 -1.88 4.37
H 5.81 -0.43 5.31
H 6.81 -0.30 3.87
H 4.53 -2.67 2.89
H 2.82 -3.61 1.72
H 2.53 -2.65 0.25
H 1.29 -2.72 1.49
H -0.79 3.20 0.12
H 0.90 5.03 0.01
H 2.23 5.35 -2.06
H 1.86 3.87 -4.00
H 0.16 2.07 -3.87
H -1.02 -1.86 -0.62
H -0.03 -3.32 -0.71
H -0.94 -2.79 -2.12
H 1.00 -2.91 -3.46
H 2.61 -2.72 -5.18
H 4.19 -2.14 -4.64
H 3.11 -1.06 -5.52
H 3.87 0.24 -3.20
H 3.75 1.85 -1.61
H 3.62 1.05 -0.04
H 2.29 2.05 -0.62
H 1.68 2.40 1.77
H 3.32 2.95 2.11
H 2.20 2.65 3.43
H 4.61 1.50 3.81
```

Atomic partial charges in e from the Mulliken method, atoms 1 to 2: -0.95, -0.84


Look up the net charge of the ninth one.
-2